# 1
101
Properties=species:S:1:pos:R:3:lowdin_charge:R:1 method="wB97M-V/def2-TZVPD" total_charge=+2 orbital_gap_ev=7.9 multiplicity=1
Li -0.7885 -0.0213 0.6494 0.43
C 4.5141 -3.1909 -1.5138 -0.16
Si 3.4073 -3.6201 -0.0288 0.51
C 4.0961 -4.9459 1.1308 -0.16
C 1.5995 -3.9534 -0.5408 -0.21
C 3.3096 -2.0144 1.0677 -0.50
Te 1.9662 -0.5284 0.3613 1.35
C 3.3150 0.4907 -0.9489 -0.48
Si 4.5708 1.8000 -0.2202 0.53
C 3.4440 3.3009 0.1090 -0.16
C 5.9118 2.0994 -1.5238 -0.16
C 5.2809 1.0673 1.3869 -0.17
H 4.7569 -4.0885 -2.0745 0.04
H 5.4543 -2.7503 -1.1916 0.04
H 4.0449 -2.5015 -2.2126 0.02
H 4.2091 -5.8952 0.6209 0.04
H 3.4486 -5.1189 1.9846 0.04
H 5.0745 -4.6696 1.5108 0.04
H 1.5215 -4.9016 -1.0621 0.04
H 1.2099 -3.1853 -1.2099 0.00
H 0.9483 -4.0102 0.3292 0.04
H 4.2801 -1.5287 1.1307 0.01
H 2.9737 -2.2698 2.0715 0.01
H 2.6778 0.9769 -1.6855 0.02
H 3.8484 -0.3118 -1.4510 0.00
H 3.2768 3.8816 -0.7935 0.04
H 3.8844 3.9695 0.8404 0.04
H 2.4666 2.9954 0.4848 0.00
H 5.4954 2.4430 -2.4666 0.04
H 6.4962 1.2067 -1.7309 0.04
H 6.6050 2.8623 -1.1817 0.04
H 4.5258 0.5573 1.9819 -0.03
H 5.7099 1.8483 2.0056 0.05
H 6.0741 0.3574 1.1750 0.04
F -8.4846 -1.7338 1.3511 0.17
C -7.8783 -0.5741 1.6247 -0.60
F -8.7093 0.4065 1.2605 0.16
F -7.7425 -0.5076 2.9529 0.15
C -6.5454 -0.4606 0.9161 -0.09
C -6.5224 -0.2669 -0.4607 0.02
C -5.3102 -0.1321 -1.1152 -0.05
C -4.1217 -0.2142 -0.3938 -0.36
C -4.1573 -0.4546 0.9773 -0.10
C -5.3647 -0.5702 1.6401 0.01
P -2.4623 -0.1226 -1.1425 1.03
C -2.5352 1.1202 -2.4692 -0.38
C -1.6237 1.0065 -3.5213 -0.09
C -1.4670 2.0411 -4.4221 0.01
C -2.2139 3.2038 -4.2691 -0.10
C -3.1407 3.3162 -3.2425 0.01
C -3.2946 2.2806 -2.3361 -0.06
C -1.9329 4.3651 -5.1940 -0.60
F -0.6094 4.6005 -5.2474 0.15
F -2.3404 4.1358 -6.4436 0.17
F -2.5079 5.4934 -4.7779 0.16
C -2.4204 -1.7293 -2.0095 -0.37
C -1.8282 -2.7953 -1.3363 -0.10
C -1.8047 -4.0577 -1.8988 0.00
C -2.3788 -4.2551 -3.1487 -0.09
C -2.9726 -3.2010 -3.8297 0.02
C -2.9940 -1.9392 -3.2609 -0.06
C -2.3074 -5.6209 -3.7946 -0.60
F -3.3837 -5.8951 -4.5288 0.17
F -1.2352 -5.6948 -4.6043 0.15
F -2.1727 -6.5929 -2.8871 0.15
H -7.4529 -0.2296 -1.0069 0.14
H -5.2821 0.0230 -2.1827 0.12
H -3.2147 -0.5436 1.5228 0.07
H -5.3967 -0.7538 2.7043 0.12
H -1.0255 0.1087 -3.6179 0.11
H -0.7461 1.9644 -5.2205 0.13
H -3.7166 4.2215 -3.1378 0.13
H -3.9868 2.3851 -1.5110 0.11
H -1.4018 -2.6291 -0.3465 0.09
H -1.3667 -4.8904 -1.3707 0.12
H -3.4381 -3.3779 -4.7873 0.14
H -3.4593 -1.1259 -3.7968 0.11
Ge 1.6811 0.6233 2.6965 0.82
C -0.2105 1.2069 2.6637 -0.45
C -0.6029 2.3914 2.0402 -0.13
C -1.8946 2.8699 2.1766 -0.05
C -2.8057 2.1826 2.9626 -0.04
C -2.4342 1.0023 3.5843 -0.07
C -1.1477 0.5118 3.4271 -0.13
C 2.8027 1.8195 3.7881 -0.36
C 3.5121 1.2036 4.8110 -0.13
C 4.1405 1.9718 5.7735 -0.05
C 4.0732 3.3538 5.7030 -0.04
C 3.3884 3.9640 4.6646 -0.05
C 2.7410 3.2020 3.7067 -0.11
H 1.6071 -0.7145 3.4646 0.00
H 0.1252 2.9860 1.5015 0.10
H -2.1805 3.7963 1.7055 0.12
H -3.7996 2.5755 3.1018 0.12
H -3.1352 0.4808 4.2152 0.12
H -0.8423 -0.3923 3.9401 0.10
H 3.5593 0.1222 4.8632 0.10
H 4.6770 1.4914 6.5776 0.12
H 4.5496 3.9577 6.4590 0.12
H 3.3424 5.0404 4.6125 0.12
H 2.1893 3.6959 2.9170 0.09

---

# 2
15
Properties=species:S:1:pos:R:3:lowdin_charge:R:1 method="wB97M-V/def2-TZVPD" orbital_gap_ev=9.7 multiplicity=1
O 2.0656 0.0881 0.6237 -0.16
C 0.7013 -0.9243 0.5006 -0.06
C -0.2482 -0.9838 -0.7358 -0.21
N -0.9388 0.2738 -0.9503 -0.13
C -1.5411 0.8100 0.2582 -0.17
C -0.1636 1.2709 -0.1449 -0.16
H 2.6092 0.1597 -0.1908 0.09
H 0.1324 -0.6561 1.4050 0.10
H 1.2560 -1.8265 0.6267 0.09
H 0.3369 -1.1930 -1.6338 0.11
H -0.9584 -1.8407 -0.6478 0.13
H -2.4096 1.4500 0.0781 0.10
H -1.7050 0.1390 1.1063 0.09
H 1.0007 0.9918 0.3212 0.10
H -0.1376 2.2412 -0.6165 0.08

---

# 3
14
Properties=species:S:1:pos:R:3:lowdin_charge:R:1 method="wB97M-V/def2-TZVPD" orbital_gap_ev=8.1 multiplicity=1
N 0.1560 -1.1862 1.3532 -0.08
C -0.8240 -0.2585 0.9944 -0.35
C -0.4368 0.2559 -0.5168 -0.86
S -0.6309 -1.1006 -1.6964 0.72
C 0.8774 0.9795 -0.6699 -1.17
S 2.3708 0.8031 0.1242 0.62
S 0.3720 2.1612 -1.8511 0.77
H 1.0982 -0.8207 1.5221 0.01
H -0.3012 -2.0748 1.9380 0.17
H -1.9319 -0.5492 0.8674 0.13
H -0.8220 0.7556 1.5825 0.13
H -1.2776 0.9002 -0.7080 0.03
H -0.4760 -2.1501 -0.7769 -0.09
H 1.8261 2.2846 -2.1626 -0.02

---

# 4
118
Properties=species:S:1:pos:R:3:mulliken_spin:R:1 method="wB97M-V/def2-TZVPD" total_charge=+3 orbital_gap_ev="5.4 / 5.8" multiplicity=2
Re -0.8599 -0.3980 -1.6311 0.86
C -1.2481 -1.0448 -5.9984 -0.01
C -0.7293 -0.8737 -4.7188 0.06
N -1.4818 -0.8116 -3.6286 -0.03
C -2.8282 -0.9073 -3.7769 0.04
C -3.4414 -1.0011 -5.0452 -0.01
C -2.6100 -1.0802 -6.1746 0.02
C -4.8646 -1.0236 -5.1316 0.00
C -5.6465 -1.0028 -4.0236 -0.01
C -5.0606 -0.9844 -2.7257 0.00
C -5.8054 -1.0165 -1.5345 0.01
C -5.1486 -1.0081 -0.3273 0.00
C -3.7536 -0.9647 -0.3132 0.01
N -3.0367 -0.9210 -1.4130 -0.02
C -3.6526 -0.9300 -2.6089 0.02
H -0.5740 -1.1097 -6.8346 0.00
H 0.3368 -0.7691 -4.5792 0.00
H -3.0451 -1.1711 -7.1571 0.00
H -5.3035 -1.0659 -6.1164 0.00
H -6.7238 -1.0096 -4.1054 0.00
H -6.8823 -1.0451 -1.5819 0.00
H -5.6891 -1.0291 0.6033 0.00
H -3.2083 -0.9753 0.6210 0.00
C 1.9600 -4.6484 -5.2235 0.00
C 0.8863 -5.2936 -4.6335 0.00
C 0.2132 -4.7128 -3.5692 0.00
C 0.6246 -3.4725 -3.0959 0.02
C 1.6940 -2.8127 -3.7063 -0.01
C 2.3598 -3.4013 -4.7637 0.00
P -0.0265 -2.6715 -1.5913 -0.03
C -1.1692 -3.7936 -0.7610 0.02
C -1.0324 -4.1279 0.5821 0.00
C -1.9941 -4.9149 1.1909 0.00
C -3.0680 -5.3948 0.4591 0.00
C -3.2163 -5.0481 -0.8757 0.00
C -2.2858 -4.2242 -1.4800 0.01
C 1.5211 -2.4699 -0.6692 -0.03
C 2.2629 -3.5032 -0.1465 0.00
C 3.5312 -3.2483 0.3901 0.00
C 4.0400 -1.9754 0.3925 0.00
C 3.3056 -0.8963 -0.1445 0.00
C 3.8108 0.4199 -0.1662 0.00
C 3.0719 1.4297 -0.7231 0.00
C 1.8057 1.1757 -1.2705 -0.05
C 1.2462 -0.0882 -1.2758 0.03
C 2.0185 -1.1411 -0.6948 0.02
H 2.4951 -5.1186 -6.0347 0.00
H 0.5773 -6.2628 -4.9938 0.00
H -0.6126 -5.2401 -3.1171 0.00
H 1.9980 -1.8436 -3.3300 0.00
H 3.1989 -2.9027 -5.2247 0.00
H -0.1805 -3.7730 1.1424 0.00
H -1.8994 -5.1603 2.2366 0.00
H -3.8011 -6.0292 0.9317 0.00
H -4.0573 -5.4237 -1.4386 0.00
H -2.4144 -3.9079 -2.5080 0.00
H 1.8784 -4.5112 -0.1638 0.00
H 4.1196 -4.0641 0.7775 0.00
H 5.0283 -1.7812 0.7837 0.00
H 4.7849 0.6117 0.2563 0.00
H 3.4578 2.4371 -0.7354 0.00
H 1.2542 2.0062 -1.6867 0.02
F 2.9455 -0.7528 4.0432 0.00
C 1.9177 0.1136 3.9146 0.00
C 1.0850 -0.0769 2.8493 0.00
C 0.0270 0.8028 2.5963 -0.01
C -0.7103 0.7003 1.3534 0.01
O -0.5483 -0.3083 0.6137 0.02
C -1.5925 1.7894 1.1064 0.00
C -1.8873 2.6754 2.1104 0.00
N -1.2709 2.7016 3.2994 0.00
C -1.6755 3.6320 4.3249 0.00
C -2.1952 4.9921 3.9719 0.00
C -0.8383 4.8553 4.5893 0.00
C -0.2239 1.8302 3.5283 0.01
C 0.6223 1.9752 4.6326 0.00
C 1.7547 1.1832 4.8279 0.00
N 2.6426 1.4419 5.8538 0.00
C 3.7345 0.5290 6.1754 0.00
C 4.5334 1.0310 7.3801 0.00
N 3.6129 1.5865 8.4043 0.00
C 2.8375 2.7611 7.8851 0.00
C 2.8687 2.7765 6.3547 0.00
C -2.2392 2.0190 -0.2558 0.02
O -3.2460 2.6898 -0.3220 0.01
O -1.6033 1.5293 -1.2561 0.05
H 1.2733 -0.8849 2.1599 0.00
H -2.6771 3.3921 1.9327 0.00
H -2.1190 3.1232 5.1764 0.00
H -3.0028 5.3842 4.5710 0.00
H -2.2377 5.2917 2.9360 0.00
H -0.6946 5.1755 5.6104 0.00
H 0.0107 5.0331 3.9448 0.00
H 0.3941 2.7530 5.3391 0.00
H 4.4389 0.4157 5.3429 0.00
H 3.3115 -0.4569 6.3914 0.00
H 5.2420 1.8106 7.0954 0.00
H 5.1002 0.2000 7.8053 0.00
H 4.1420 1.8601 9.2406 0.00
H 2.9645 0.8422 8.6878 0.00
H 3.2701 3.6850 8.2683 0.00
H 1.8115 2.6844 8.2441 0.00
H 3.8312 3.1611 5.9982 0.00
H 2.1092 3.4642 5.9945 0.00
O -1.3755 1.6908 -4.7422 -0.01
S -0.3329 2.0355 -3.7708 -0.01
C 1.1858 2.3862 -4.7890 0.00
C 1.5646 3.8237 -4.4956 0.00
C 0.2500 4.5826 -4.3277 0.00
C -0.5742 3.8011 -3.3256 0.00
H 0.8763 2.2484 -5.8226 0.00
H 1.9572 1.6637 -4.5330 0.00
H 2.1610 4.2419 -5.3064 0.00
H 2.1522 3.8844 -3.5778 0.00
H -0.2754 4.6220 -5.2815 0.00
H 0.4180 5.6052 -3.9920 0.00
H -1.6418 3.9968 -3.3672 0.00
H -0.2145 3.9254 -2.3060 0.00

---

Listing energy above the lowest of the compared OMol25 structures with the same formula, charge and spin for the structures above in their given order: 13.7; 117.0; 53.6; 45.4 kcal per mole.
Listing strongest force on any atom for the structures above in their given order: 1.667; 4.071; 5.647; 2.171 eV/Å.